{
  "formula": "C27H76O17",
  "method": "the ωB97M-V functional and the def2-TZVPD basis",
  "species": ["C", "C", "C", "O", "H", "H", "H", "H", "H", "H", "H", "H", "C", "C", "C", "O", "H", "H", "H", "H", "H", "H", "H", "H", "C", "C", "C", "O", "H", "H", "H", "H", "H", "H", "H", "H", "C", "C", "C", "O", "H", "H", "H", "H", "H", "H", "H", "H", "C", "C", "C", "O", "H", "H", "H", "H", "H", "H", "H", "H", "O", "C", "C", "O", "H", "H", "H", "H", "H", "H", "O", "C", "C", "O", "H", "H", "H", "H", "H", "H", "O", "C", "C", "O", "H", "H", "H", "H", "H", "H", "O", "C", "C", "O", "H", "H", "H", "H", "H", "H", "O", "C", "C", "O", "H", "H", "H", "H", "H", "H", "O", "C", "C", "O", "H", "H", "H", "H", "H", "H"],
  "positions_angstrom": [[-13.9329, -5.1796, 17.9602], [-14.9830, -4.4927, 18.7783], [-16.4142, -4.8745, 18.2541], [-14.8176, -4.8733, 20.1224], [-13.8315, -4.8712, 16.9240], [-14.0373, -6.2644, 17.9833], [-12.9465, -5.0071, 18.4301], [-14.8059, -3.4184, 18.5984], [-16.5224, -4.4571, 17.2603], [-17.1524, -4.4207, 18.9379], [-16.5733, -5.9552, 18.2454], [-15.5579, -4.5512, 20.6427], [-9.1323, -11.4363, 18.0287], [-7.8714, -12.3119, 18.0495], [-6.6407, -11.4551, 18.3442], [-8.0963, -13.3385, 18.9938], [-10.0070, -12.0878, 17.9196], [-9.0993, -10.7106, 17.2194], [-9.2769, -10.9279, 18.9901], [-7.7331, -12.9000, 17.1438], [-5.7245, -11.9918, 18.0739], [-6.5977, -11.2439, 19.4249], [-6.6341, -10.4942, 17.8253], [-7.4647, -14.0405, 18.8108], [-12.2064, -5.5003, 11.4771], [-12.4598, -6.9603, 11.1228], [-11.1935, -7.6264, 10.5798], [-12.9804, -7.6871, 12.2604], [-11.7599, -5.0083, 10.6058], [-11.5346, -5.3159, 12.3157], [-13.1852, -5.0826, 11.7310], [-13.3099, -7.0591, 10.4388], [-11.4026, -8.6583, 10.3148], [-10.2986, -7.5569, 11.1899], [-10.9652, -7.1324, 9.6221], [-12.6396, -7.3475, 13.0896], [-10.0226, -10.3569, 13.4810], [-9.6733, -11.0993, 12.2183], [-8.3666, -11.8598, 12.4280], [-10.7007, -12.0528, 12.0442], [-10.8743, -9.6867, 13.3346], [-9.1841, -9.8183, 13.9300], [-10.2766, -11.0768, 14.2666], [-9.6598, -10.4693, 11.3125], [-7.4932, -11.2564, 12.6884], [-8.1229, -12.5128, 11.5953], [-8.4505, -12.5025, 13.3164], [-10.7378, -12.2900, 11.1138], [-7.4025, -7.3727, 14.2645], [-7.1802, -7.7256, 12.8106], [-7.4785, -6.5085, 11.9376], [-5.8346, -8.0962, 12.7344], [-6.7934, -6.5351, 14.6260], [-7.1279, -8.2073, 14.9150], [-8.4393, -7.1583, 14.5348], [-7.8085, -8.5407, 12.4442], [-8.5104, -6.1746, 11.9693], [-7.2732, -6.7506, 10.8786], [-6.7916, -5.7110, 12.2284], [-5.6699, -8.3527, 11.8168], [-14.2310, -10.0929, 14.8406], [-14.5522, -11.1782, 14.0289], [-13.9326, -10.9417, 12.6546], [-14.5863, -9.9298, 11.8740], [-14.6019, -10.1936, 15.7163], [-14.1203, -12.1331, 14.3790], [-15.6435, -11.3039, 13.9934], [-13.9884, -11.8368, 12.0324], [-12.8465, -10.7344, 12.7112], [-14.2804, -9.0675, 12.1643], [-13.0756, -11.8833, 18.8427], [-13.0864, -10.5214, 18.5590], [-14.4896, -9.9124, 18.6297], [-15.2521, -10.4160, 17.5613], [-13.0405, -12.3561, 18.0156], [-12.4804, -9.9848, 19.3012], [-12.5508, -10.3712, 17.6165], [-14.4101, -8.8356, 18.5056], [-15.1635, -10.0505, 19.4529], [-15.6892, -11.2071, 17.8820], [-10.1208, -4.4993, 14.9104], [-10.1645, -3.6892, 16.1144], [-9.6332, -4.3505, 17.3837], [-8.4534, -5.0413, 17.0402], [-9.2082, -4.8245, 14.7995], [-9.6794, -2.7334, 15.8846], [-11.2153, -3.4201, 16.2806], [-10.2638, -5.0493, 17.9179], [-9.4304, -3.5254, 18.0835], [-8.6659, -5.9656, 16.8903], [-10.9975, -7.7546, 19.7739], [-10.1624, -7.5577, 20.9030], [-9.8868, -8.8512, 21.6579], [-11.1212, -9.2076, 22.2932], [-11.8716, -7.8614, 20.1593], [-9.1782, -7.2488, 20.5449], [-10.6559, -6.8017, 21.5229], [-9.0749, -8.7276, 22.3863], [-9.5502, -9.6089, 20.9333], [-11.0162, -10.0758, 22.6850], [-15.6785, -7.7240, 14.1977], [-15.3463, -6.6711, 15.0611], [-15.3063, -5.3742, 14.2190], [-16.5773, -4.9263, 13.7629], [-15.0947, -8.4754, 14.3020], [-16.0594, -6.7191, 15.8853], [-14.3511, -6.9258, 15.4765], [-14.7532, -5.4748, 13.2901], [-14.9076, -4.5500, 14.8161], [-16.9774, -5.6774, 13.3169], [-11.6204, -6.8881, 14.9715], [-11.6884, -7.6061, 16.1786], [-10.4241, -8.4288, 16.5630], [-9.5123, -7.6677, 17.3532], [-11.1071, -6.0849, 15.1484], [-11.8689, -6.9516, 17.0476], [-12.4751, -8.3469, 16.0405], [-9.9753, -8.7379, 15.6321], [-10.7406, -9.3383, 17.0868], [-9.7905, -7.7907, 18.2601]],
  "mulliken_charge": [0.21, 0.26, -1.15, -0.53, 0.21, -0.59, 0.14, 0.17, 0.28, 0.44, 0.22, 0.33, -0.04, 0.31, -1.30, -0.58, 0.31, 0.19, -0.47, 0.42, 0.38, 0.31, 0.24, 0.34, -1.40, 0.53, -1.27, 0.34, 0.46, 0.17, 0.36, 0.33, 0.30, 0.00, 0.52, -0.23, -0.77, 0.83, -1.49, -0.50, -0.25, 0.18, 0.33, 0.20, 0.27, 0.37, 0.32, 0.38, -0.90, 1.40, -1.61, -0.61, 0.63, 0.30, -0.20, -0.41, 0.20, 0.44, 0.43, 0.37, -0.19, -0.55, -0.19, -0.62, 0.28, 0.38, 0.34, 0.45, -0.22, 0.32, -0.63, 1.11, -0.44, -0.60, 0.40, -0.34, -0.30, -0.10, 0.50, 0.29, -0.48, -0.55, 0.12, -0.63, 0.24, 0.33, 0.33, -0.18, 0.42, 0.42, -0.40, -0.69, -0.03, -0.56, 0.16, 0.37, 0.44, 0.44, -0.16, 0.31, -0.61, 1.25, -0.78, -0.63, 0.14, 0.23, -0.85, 0.34, 0.34, 0.35, 1.05, 1.10, 1.75, -0.38, -0.56, -0.63, -0.16, -0.85, -1.22, 0.21],
  "e_above_lowest_kj_mol": 76.9,
  "e_lumo_ha": 0.0140,
  "multiplicity": 1,
  "energy_ev": -64035.871,
  "orbital_gap_ev": 9.72,
  "smiles": "CC(C)O.CC(C)O.CC(C)O.CC(C)O.CC(C)O.OCCO.OCCO.OCCO.OCCO.OCCO.OCCO"
}


{
  "formula": "C42H41NO3P2SZr",
  "method": "the ωB97M-V functional and the def2-TZVPD basis",
  "species": ["Zr", "C", "C", "C", "C", "C", "C", "C", "C", "C", "H", "H", "H", "H", "H", "H", "H", "H", "H", "H", "H", "H", "H", "H", "H", "P", "P", "C", "C", "C", "C", "C", "C", "C", "C", "C", "C", "C", "C", "C", "C", "C", "C", "C", "C", "C", "C", "C", "C", "C", "C", "C", "C", "H", "H", "H", "H", "H", "H", "H", "H", "H", "H", "H", "H", "H", "H", "H", "H", "H", "H", "H", "H", "H", "H", "O", "S", "O", "N", "C", "O", "C", "C", "C", "C", "C", "C", "H", "H", "H", "H"],
  "positions_angstrom": [[0.8515, -0.1132, 4.2282], [-2.8995, 0.0733, 5.1673], [-2.7241, -0.1386, 3.8571], [-2.7922, 0.8783, 2.7598], [-1.4854, 1.5950, 2.3218], [-0.3453, 1.6615, 3.3111], [-0.5094, 2.0067, 4.6541], [-1.8403, 2.4410, 5.2015], [-2.7232, 1.3655, 5.8881], [2.9594, 0.0811, 3.7262], [-3.2350, -0.7564, 5.8043], [-2.5355, -1.1646, 3.5065], [-3.5712, 1.6278, 2.9750], [-3.1579, 0.3395, 1.8675], [-1.0997, 1.0784, 1.4349], [-1.7532, 2.6149, 1.9885], [0.6244, 1.9039, 2.8429], [0.3591, 2.4134, 5.1955], [-2.4430, 2.9050, 4.4104], [-1.6459, 3.2122, 5.9658], [-2.3119, 1.1564, 6.8904], [-3.7122, 1.8370, 6.0762], [3.5768, 0.0129, 4.6384], [3.2168, 1.0196, 3.2091], [3.2437, -0.7484, 3.0505], [-0.0060, -2.0227, -4.5383], [1.8810, 0.4807, -4.8789], [-0.6970, -0.4571, -5.1192], [0.1455, 0.5804, -5.3834], [-0.7343, -3.2219, -5.7405], [-1.8715, -2.9373, -6.5092], [-2.4366, -3.9294, -7.3211], [-1.8283, -5.1838, -7.4373], [-0.6296, -5.4319, -6.7532], [-0.0792, -4.4603, -5.9158], [-0.9989, -2.2031, -3.0003], [-0.6709, -1.3328, -1.9413], [-1.3906, -1.3864, -0.7483], [-2.4378, -2.3083, -0.6085], [-2.7565, -3.1775, -1.6564], [-2.0291, -3.1402, -2.8499], [2.6206, 1.1853, -6.4322], [2.5474, 0.3889, -7.5933], [2.9658, 0.9018, -8.8225], [3.4801, 2.2013, -8.9128], [3.5845, 2.9771, -7.7568], [3.1759, 2.4705, -6.5169], [2.0076, 1.9040, -3.7366], [3.1755, 1.9954, -2.9500], [3.3791, 3.1127, -2.1458], [2.4145, 4.1264, -2.0928], [1.2335, 4.0100, -2.8350], [1.0160, 2.8852, -3.6350], [-1.7852, -0.3810, -5.2246], [-0.1658, 1.4676, -5.9489], [-2.3236, -1.9470, -6.4744], [-3.3587, -3.7190, -7.8653], [-2.2789, -5.9594, -8.0633], [-0.1295, -6.3936, -6.8748], [0.8565, -4.6547, -5.3880], [0.1451, -0.6163, -2.0669], [-1.1307, -0.7189, 0.0744], [-2.9987, -2.3482, 0.3247], [-3.5715, -3.8958, -1.5493], [-2.2640, -3.8280, -3.6647], [2.1343, -0.6211, -7.5304], [2.8851, 0.2869, -9.7173], [3.7918, 2.6045, -9.8779], [3.9791, 3.9917, -7.8119], [3.2627, 3.0926, -5.6236], [3.9125, 1.1902, -2.9883], [4.2957, 3.1964, -1.5597], [2.5807, 5.0062, -1.4744], [0.4759, 4.7934, -2.7959], [0.0802, 2.7780, -4.1868], [0.0396, 2.3366, 7.5484], [1.0760, 1.3400, 7.7096], [2.4142, 1.7388, 8.0568], [1.0533, 0.3051, 6.3421], [0.4102, -0.8778, 6.6160], [0.0548, -1.5542, 5.5481], [0.1373, -1.0806, 8.0106], [-0.4072, -2.2080, 8.6586], [-0.6277, -2.1285, 10.0334], [-0.3799, -0.9317, 10.7421], [0.1495, 0.1880, 10.0894], [0.4415, 0.0604, 8.7363], [-0.6100, -3.0972, 8.0696], [-0.9974, -3.0005, 10.5734], [-0.5853, -0.8744, 11.8075], [0.3305, 1.1299, 10.6057]],
  "mulliken_charge": [0.99, -0.67, -0.20, -0.83, -0.72, -0.80, -0.04, -1.67, -0.76, -1.27, 0.49, 0.55, 0.47, 0.39, 0.29, 0.35, 0.82, 1.22, 0.60, 0.44, 0.35, 0.47, 0.38, 0.39, 0.47, 0.14, 0.02, -0.70, -0.70, 0.27, 0.10, -0.60, -0.51, -0.50, -0.40, 0.39, -0.76, 0.43, -0.43, -0.69, -0.49, 0.42, -0.37, -0.56, -0.50, -0.53, -0.35, 0.37, -0.46, -0.61, -0.53, -0.71, 0.00, 0.65, 0.82, 0.23, 0.39, 0.38, 0.38, 0.37, 0.36, -0.02, 0.33, 0.38, 0.33, 0.40, 0.38, 0.37, 0.37, 0.26, 0.39, 0.44, 0.43, 0.42, 0.38, -0.49, 0.98, -0.59, -0.52, 1.42, -0.83, 0.32, -0.61, -0.59, -0.50, -0.72, 0.39, 0.51, 0.43, 0.44, 0.50],
  "total_charge": 2,
  "e_lumo_ha": [-0.3325, -0.3324],
  "multiplicity": 1,
  "energy_ev": -82525.252,
  "orbital_gap_ev": [1.54, 1.54]
}


{
  "formula": "C22H32N4S",
  "method": "the ωB97M-V functional and the def2-TZVPD basis",
  "species": ["C", "C", "C", "C", "C", "C", "C", "C", "C", "C", "N", "C", "S", "N", "C", "C", "N", "C", "C", "C", "C", "C", "C", "C", "C", "N", "C", "H", "H", "H", "H", "H", "H", "H", "H", "H", "H", "H", "H", "H", "H", "H", "H", "H", "H", "H", "H", "H", "H", "H", "H", "H", "H", "H", "H", "H", "H", "H", "H"],
  "positions_angstrom": [[2.7132, 2.7219, -0.4207], [1.8589, 2.4415, 0.8166], [2.3051, 1.1696, 1.4824], [3.3848, 1.2001, 2.3535], [3.8691, 0.0407, 2.9289], [3.2748, -1.1716, 2.6352], [2.1853, -1.2387, 1.7785], [1.5675, -2.5723, 1.4606], [2.2925, -3.2423, 0.2917], [1.7068, -0.0607, 1.2042], [0.6030, -0.1095, 0.3113], [-0.6344, 0.3106, 0.6800], [-0.9077, 0.8317, 2.2344], [-1.6225, 0.2791, -0.2477], [-2.9279, 0.7893, 0.1176], [-2.9996, 2.3207, 0.0857], [-2.7633, 2.8693, -1.2405], [-2.2623, 4.2287, -1.1756], [-3.9434, 2.8001, -2.0780], [-1.3827, -0.0818, -1.6407], [-0.4878, 0.9369, -2.3496], [-0.9291, -1.5251, -1.7506], [-1.4929, -2.4907, -0.9167], [-1.1162, -3.8144, -1.0526], [-0.1852, -4.1352, -2.0303], [0.3569, -3.2333, -2.8276], [-0.0038, -1.9696, -2.6922], [2.3839, 3.6352, -0.9113], [2.6386, 1.9012, -1.1313], [3.7589, 2.8338, -0.1430], [0.8109, 2.3778, 0.5271], [1.9614, 3.2686, 1.5214], [3.8481, 2.1492, 2.5808], [4.7078, 0.0821, 3.6079], [3.6472, -2.0806, 3.0853], [1.6412, -3.2169, 2.3385], [0.5075, -2.4561, 1.2230], [3.3440, -3.3790, 0.5330], [2.2306, -2.6374, -0.6113], [1.8556, -4.2153, 0.0785], [0.6809, -0.7559, -0.4618], [-3.6725, 0.3462, -0.5456], [-3.1381, 0.4732, 1.1439], [-2.2248, 2.6926, 0.7582], [-3.9759, 2.6324, 0.4912], [-2.0460, 4.5754, -2.1860], [-2.9788, 4.9249, -0.7148], [-1.3398, 4.2462, -0.5969], [-4.7668, 3.4241, -1.6969], [-4.2943, 1.7720, -2.1411], [-3.6882, 3.1375, -3.0820], [-2.3632, -0.0309, -2.1295], [-0.5074, 0.7697, -3.4231], [-0.8908, 1.9261, -2.1464], [0.5395, 0.8940, -2.0007], [-2.2163, -2.1996, -0.1679], [-1.5367, -4.5780, -0.4171], [0.1425, -5.1544, -2.1849], [0.4781, -1.2847, -3.3761]],
  "mulliken_charge": [-1.31, 0.30, 0.32, -0.65, -0.95, -0.71, 0.69, -0.48, -1.10, -0.81, 0.90, 0.15, -0.22, 0.65, -1.78, -0.92, 0.58, -1.07, -1.28, 0.33, -1.72, -0.16, -0.30, -0.42, -0.53, -0.65, 0.07, 0.37, 0.31, 0.38, -0.64, 0.53, 0.47, 0.39, 0.45, 0.59, 0.09, 0.42, 0.22, 0.35, -0.14, 0.52, 0.63, 0.53, 0.32, 0.33, 0.36, 0.27, 0.37, 0.32, 0.35, 0.67, 0.52, 0.13, 0.34, 0.36, 0.43, 0.42, 0.40],
  "e_lumo_ha": 0.0219,
  "multiplicity": 1,
  "energy_ev": -40129.559,
  "orbital_gap_ev": 8.39,
  "smiles": "CCc1cccc(CC)c1NC(=S)N(CCN(C)C)[C@@H](C)c1cccnc1"
}